Density functional theory data (wB97M-V/def2-TZVPD) for a molecular structure, C27H21Cl5N3O3Pt.

The value obtained for the HOMO energy is -0.3808 hartree. As for the total charge: +1. The calculation puts the energy above the lowest of the compared OMol25 structures with the same formula, charge and spin at 36.5 kcal/mol.

Each line ends with the Mulliken charge.
Element x y z (Å)
Pt (0.3742, 0.5737, -0.0299)  -0.282
O (1.1974, 4.0050, 2.4767)  -0.721
C (1.1610, 2.9546, 1.8487)  0.143
O (1.4721, 2.6951, 0.6557)  -0.670
C (0.6509, 1.7414, 2.6663)  0.665
C (0.6538, 1.7759, 4.0557)  -0.645
C (0.2348, 0.6718, 4.7680)  -0.432
C (-0.2251, -0.4461, 4.0764)  -1.209
C (-0.2375, -0.4104, 2.7025)  -0.136
N (0.2110, 0.6564, 2.0151)  0.762
H (0.9951, 2.6881, 4.5241)  0.606
H (0.2490, 0.6776, 5.8501)  0.489
H (-0.5950, -1.3207, 4.5925)  0.538
H (-0.6383, -1.2239, 2.1123)  0.645
C (-2.3021, 2.0159, 0.4195)  -1.588
N (-1.4424, 1.2940, -0.5182)  0.024
C (-1.7018, 1.2986, -1.7849)  -0.080
C (-0.7150, 0.7609, -2.6574)  0.229
C (-0.5677, 0.5745, -4.0340)  -1.155
C (0.7372, 0.1075, -4.2232)  -0.814
C (1.3352, 0.0337, -2.9609)  -0.443
N (0.4453, 0.4033, -2.0220)  0.483
C (-2.8305, 1.1388, 1.5246)  0.672
C (-3.2965, -0.1431, 1.2529)  -0.049
C (-3.8139, -0.9319, 2.2701)  -0.744
C (-3.8782, -0.4383, 3.5668)  -0.461
C (-3.4212, 0.8428, 3.8406)  -0.785
C (-2.8952, 1.6270, 2.8234)  -0.252
H (-3.1327, 2.4483, -0.1456)  0.657
H (-1.7198, 2.8418, 0.8343)  0.305
H (-2.6210, 1.7484, -2.1472)  0.505
H (-1.2993, 0.7924, -4.7948)  0.514
H (1.2162, -0.1060, -5.1646)  0.474
H (2.3550, -0.2145, -2.7083)  0.550
H (-3.2558, -0.5255, 0.2388)  0.361
H (-4.1821, -1.9259, 2.0504)  0.428
H (-4.2931, -1.0477, 4.3590)  0.436
H (-3.4726, 1.2343, 4.8482)  0.451
H (-2.5268, 2.6233, 3.0409)  0.443
Cl (2.5599, -0.3470, 0.2473)  -0.199
C (2.4623, -1.9586, 0.8701)  0.902
C (1.5786, -2.8883, 0.3474)  -1.217
C (1.5424, -4.1937, 0.8071)  0.397
Cl (0.4188, -5.2933, 0.1186)  -0.140
C (2.4196, -4.5859, 1.8159)  0.407
Cl (2.3943, -6.1950, 2.3792)  -0.145
C (3.3058, -3.6545, 2.3644)  0.167
Cl (4.3677, -4.1258, 3.6118)  -0.133
C (3.3298, -2.3396, 1.8920)  0.205
Cl (4.4097, -1.1988, 2.5572)  -0.136
C (1.7608, -3.3169, -2.4700)  -1.386
C (0.5756, -2.7622, -1.7982)  1.028
C (-0.6937, -2.5621, -2.4921)  -0.655
O (0.5611, -2.4996, -0.5424)  0.095
H (1.8155, -2.9000, -3.4757)  0.449
H (1.6064, -4.3975, -2.5715)  0.408
H (2.6823, -3.1390, -1.9204)  0.359
H (-0.8726, -3.3997, -3.1687)  0.522
H (-0.5927, -1.6710, -3.1327)  0.002
H (-1.5120, -2.4182, -1.7933)  0.160